w.
Here is a molecular structure, C16H48O8 from the OMol25 dataset. Energies are from ωB97M-V/def2-TZVPD.

Calculated values
- spin multiplicity = 1
- HOMO energy (eV) = -7.160
- LUMO (eV) = -0.08

CARTESIAN COORDINATES (ANGSTROEM)
1 C 1.4061 0.9663 -3.0057
2 C 2.0646 -0.2040 -3.6857
3 O 3.4101 0.0248 -3.8260
4 H 2.0266 1.2735 -2.1638
5 H 0.4214 0.6882 -2.6300
6 H 1.3090 1.8115 -3.6871
7 H 1.6584 -0.4260 -4.6725
8 H 2.0347 -1.0982 -3.0632
9 H 3.7282 -0.6852 -4.3884
10 C 1.5180 1.3492 1.8616
11 C 2.6575 0.3224 1.9214
12 O 3.0151 0.1061 3.3012
13 H 1.7857 2.3196 2.2797
14 H 0.6074 1.0121 2.3567
15 H 1.2035 1.6110 0.8513
16 H 3.4830 0.7438 1.3478
17 H 2.3832 -0.6708 1.5660
18 H 3.8299 -0.4004 3.2668
19 C -0.4548 2.7377 0.8618
20 C -1.7809 3.1848 0.2013
21 O -2.3795 2.0992 -0.4443
22 H -0.0206 3.6136 1.3439
23 H 0.2543 2.3774 0.1164
24 H -0.6283 1.9081 1.5472
25 H -1.8063 4.1539 -0.2969
26 H -2.5665 3.3769 0.9321
27 H -2.8381 2.4562 -1.2084
28 C 0.2324 -2.5437 -1.4453
29 C 0.9972 -3.2410 -0.2888
30 O 1.8641 -4.2698 -0.8363
31 H -0.3208 -3.2543 -2.0594
32 H 0.8611 -1.9618 -2.1192
33 H -0.5096 -1.8540 -1.0429
34 H 0.3131 -3.7861 0.3616
35 H 1.5489 -2.5081 0.3000
36 H 2.6834 -3.8489 -1.1067
37 C 2.2697 -0.0736 -0.6918
38 C 3.6983 0.1657 -0.8882
39 O 4.4010 -1.0542 -0.6602
40 H 1.7644 0.8875 -0.7865
41 H 2.1476 -0.5709 0.2704
42 H 1.9785 -0.7987 -1.4518
43 H 4.1267 0.8460 -0.1521
44 H 4.0097 0.4835 -1.8833
45 H 5.2712 -0.9173 -1.0418
46 C -1.4995 -0.2309 3.0433
47 C -2.4648 0.8619 2.5677
48 O -2.7812 1.6915 3.6129
49 H -0.4823 0.0956 3.2594
50 H -1.3736 -0.9810 2.2626
51 H -1.8834 -0.7630 3.9138
52 H -3.3599 0.4405 2.1102
53 H -2.0636 1.4102 1.7153
54 H -3.1629 2.4763 3.2128
55 C -0.2676 0.3169 -1.0170
56 C -0.8648 -0.0488 0.3131
57 O -2.2456 0.2772 0.2806
58 H -0.1890 1.3836 -1.2273
59 H -0.8706 -0.1310 -1.8068
60 H 0.6906 -0.1537 -1.2366
61 H -0.3579 0.3626 1.1860
62 H -0.8756 -1.1274 0.4699
63 H -2.2515 1.1917 -0.0114
64 C -4.8701 -2.2109 0.2714
65 C -3.9606 -0.9878 0.3541
66 O -2.8671 -1.2234 -0.4501
67 H -4.3090 -3.1388 0.3829
68 H -5.3946 -2.1820 -0.6836
69 H -5.5911 -2.1692 1.0879
70 H -3.6266 -0.7632 1.3671
71 H -4.5695 -0.1328 0.0607
72 H -2.1673 -0.6156 -0.2000

Want to see where the charge sits? The Löwdin charges in e are:
1. C -0.075
2. C -0.319
3. O -0.065
4. H 0.063
5. H 0.041
6. H 0.101
7. H 0.128
8. H 0.084
9. H 0.103
10. C -0.076
11. C -0.265
12. O -0.061
13. H 0.109
14. H 0.043
15. H 0.023
16. H 0.095
17. H 0.094
18. H 0.081
19. C -0.071
20. C -0.164
21. O 0.096
22. H 0.115
23. H 0.057
24. H 0.039
25. H 0.132
26. H 0.121
27. H 0.181
28. C -0.054
29. C -0.238
30. O -0.080
31. H 0.097
32. H 0.041
33. H 0.034
34. H 0.117
35. H 0.089
36. H 0.068
37. C -0.204
38. C -0.292
39. O -0.049
40. H 0.062
41. H 0.050
42. H 0.051
43. H 0.104
44. H 0.108
45. H 0.087
46. C -0.022
47. C -0.338
48. O -0.027
49. H 0.069
50. H 0.074
51. H 0.094
52. H 0.099
53. H 0.062
54. H 0.084
55. C -0.131
56. C -0.220
57. O -0.170
58. H 0.088
59. H 0.123
60. H -0.005
61. H 0.060
62. H 0.127
63. H -0.238
64. C -0.072
65. C -0.337
66. O -0.087
67. H 0.071
68. H 0.067
69. H 0.064
70. H 0.084
71. H 0.118
72. H -0.239


x.
Here is 8 unconnected molecules or ions with the total composition C16H48O8 from the OMol25 dataset. Energies are from ωB97M-V/def2-TZVPD.

Calculated values
- spin multiplicity = 1
- SMILES string = CCO.CCO.CCO.CCO.CCO.CCO.CCO.CCO
- HOMO energy (eV) = -10.127
- LUMO (eV) = 0.14

CARTESIAN COORDINATES (ANGSTROEM)
1 C 20.6672 -27.9442 11.6004
2 C 20.8751 -29.1130 12.6300
3 O 22.2672 -29.2370 12.7124
4 H 21.1450 -26.9766 11.7544
5 H 19.6145 -27.6653 11.5540
6 H 21.0262 -28.3564 10.6574
7 H 20.4546 -30.0452 12.2531
8 H 20.4590 -28.8493 13.6023
9 H 22.4571 -29.9927 13.2732
10 C 16.8790 -25.1565 16.0230
11 C 16.0125 -24.1739 16.7390
12 O 14.8326 -23.9863 15.8828
13 H 17.6373 -25.4147 16.7623
14 H 17.3020 -24.8321 15.0723
15 H 16.3059 -26.0796 15.9357
16 H 16.5973 -23.2620 16.8594
17 H 15.7098 -24.4592 17.7465
18 H 14.2118 -24.6804 16.1162
19 C 25.3407 -32.5828 15.9824
20 C 24.0186 -33.0636 16.2719
21 O 23.2350 -33.0478 15.0994
22 H 25.8777 -33.2940 15.3547
23 H 25.8580 -32.4457 16.9320
24 H 25.3635 -31.5899 15.5334
25 H 23.5616 -32.4079 17.0130
26 H 24.0818 -34.0458 16.7403
27 H 22.7997 -33.9014 15.0392
28 C 20.4147 -21.3082 12.8308
29 C 20.5881 -20.8150 14.2702
30 O 20.5150 -19.4328 14.1865
31 H 19.3773 -21.1588 12.5317
32 H 20.7034 -22.3538 12.7238
33 H 21.1202 -20.8060 12.1689
34 H 21.6008 -21.0518 14.5964
35 H 19.8481 -21.2348 14.9516
36 H 19.7244 -19.1598 13.7152
37 C 14.8995 -31.4600 15.7775
38 C 16.1062 -32.1640 16.3237
39 O 17.3390 -31.4620 15.9698
40 H 14.7344 -30.4788 16.2227
41 H 13.9976 -32.0489 15.9444
42 H 14.9449 -31.2872 14.7022
43 H 16.0908 -33.2161 16.0391
44 H 16.0124 -32.2271 17.4078
45 H 18.0582 -32.0805 15.8224
46 C 19.4264 -36.1371 10.4602
47 C 18.1989 -35.6688 11.2268
48 O 18.1048 -36.5076 12.4002
49 H 19.4122 -35.6904 9.4660
50 H 19.3073 -37.2022 10.2614
51 H 20.3868 -35.9387 10.9360
52 H 17.3508 -35.8402 10.5639
53 H 17.9640 -34.6422 11.5079
54 H 17.1669 -36.5909 12.5875
55 C 16.9225 -30.1653 7.7171
56 C 16.5803 -30.3962 6.3112
57 O 15.6209 -29.4513 5.8526
58 H 17.3026 -31.1058 8.1160
59 H 16.0629 -29.8083 8.2843
60 H 17.7099 -29.4309 7.8862
61 H 16.0266 -31.3332 6.3707
62 H 17.4252 -30.4377 5.6237
63 H 14.8569 -29.7630 6.3432
64 C 26.9172 -26.0982 14.9190
65 C 25.6706 -25.2966 15.2755
66 O 24.5087 -26.1692 15.3579
67 H 26.9416 -26.6227 13.9638
68 H 27.0848 -26.8837 15.6558
69 H 27.8554 -25.5522 15.0179
70 H 25.4575 -24.4856 14.5791
71 H 25.7744 -24.8022 16.2413
72 H 24.3179 -26.6230 14.5337

Want to see where the charge sits? The Löwdin charges in e are:
1. C -0.078
2. C -0.312
3. O -0.092
4. H 0.065
5. H 0.062
6. H 0.067
7. H 0.106
8. H 0.104
9. H 0.078
10. C -0.108
11. C -0.301
12. O -0.101
13. H 0.073
14. H 0.082
15. H 0.072
16. H 0.105
17. H 0.108
18. H 0.069
19. C -0.116
20. C -0.378
21. O -0.065
22. H 0.085
23. H 0.083
24. H 0.084
25. H 0.112
26. H 0.118
27. H 0.080
28. C -0.095
29. C -0.337
30. O -0.083
31. H 0.072
32. H 0.066
33. H 0.076
34. H 0.112
35. H 0.106
36. H 0.082
37. C -0.104
38. C -0.307
39. O -0.085
40. H 0.073
41. H 0.074
42. H 0.073
43. H 0.105
44. H 0.102
45. H 0.070
46. C -0.086
47. C -0.312
48. O -0.096
49. H 0.069
50. H 0.077
51. H 0.072
52. H 0.098
53. H 0.105
54. H 0.072
55. C -0.111
56. C -0.345
57. O -0.079
58. H 0.077
59. H 0.082
60. H 0.076
61. H 0.106
62. H 0.122
63. H 0.074
64. C -0.101
65. C -0.288
66. O -0.099
67. H 0.070
68. H 0.069
69. H 0.067
70. H 0.100
71. H 0.108
72. H 0.071


y.
Here is 8 unconnected molecules or ions with the total composition C16H48O8 from the OMol25 dataset. Energies are from ωB97M-V/def2-TZVPD.

Calculated values
- spin multiplicity = 1
- SMILES string = CCO.CCO.CCO.CCO.CCO.CCO.CCO.CCO
- HOMO energy (eV) = -9.657
- LUMO (eV) = 0.51

CARTESIAN COORDINATES (ANGSTROEM)
1 C 3.3875 -24.4070 -25.9503
2 C 3.5901 -25.8314 -25.4919
3 O 2.3133 -26.4128 -25.2552
4 H 2.7642 -24.3802 -26.8446
5 H 4.3490 -23.9335 -26.1531
6 H 2.8478 -23.8517 -25.1813
7 H 4.1978 -25.8632 -24.5775
8 H 4.1282 -26.4157 -26.2503
9 H 2.4163 -27.1428 -24.6233
10 C 0.8425 -24.7561 -19.2891
11 C 0.2332 -25.9853 -18.6279
12 O 1.0585 -27.1367 -18.7797
13 H 1.3684 -25.0578 -20.1948
14 H 1.5639 -24.2762 -18.6229
15 H 0.0833 -24.0194 -19.5498
16 H -0.7252 -26.2395 -19.0766
17 H 0.0575 -25.7960 -17.5638
18 H 1.8070 -27.0489 -18.1821
19 C 6.7909 -27.1993 -22.1806
20 C 7.4398 -28.1815 -23.1461
21 O 8.5643 -28.8711 -22.5726
22 H 6.7608 -27.5473 -21.1514
23 H 5.8017 -26.9799 -22.5884
24 H 7.3770 -26.2748 -22.1789
25 H 7.7664 -27.6359 -24.0355
26 H 6.7578 -28.9759 -23.4385
27 H 9.3159 -28.2727 -22.5351
28 C 6.0792 -31.3108 -24.7655
29 C 4.9142 -31.8894 -25.5227
30 O 3.8277 -30.9690 -25.4274
31 H 6.4140 -30.3882 -25.2408
32 H 6.9061 -32.0193 -24.7568
33 H 5.7878 -31.0784 -23.7390
34 H 4.6314 -32.8635 -25.1105
35 H 5.1912 -32.0343 -26.5732
36 H 3.0553 -31.3383 -25.8643
37 C 4.9516 -23.1866 -22.8418
38 C 6.1799 -23.1251 -23.7389
39 O 7.3156 -22.5696 -23.0781
40 H 4.8666 -22.2692 -22.2522
41 H 5.0282 -24.0195 -22.1372
42 H 4.0272 -23.3052 -23.4040
43 H 6.0094 -22.5096 -24.6199
44 H 6.4181 -24.1383 -24.0926
45 H 7.3321 -22.8857 -22.1694
46 C 1.6499 -31.6529 -19.9413
47 C 0.6316 -30.5324 -19.8602
48 O -0.5793 -30.9582 -19.2218
49 H 2.5495 -31.3235 -20.4668
50 H 1.2393 -32.4973 -20.5018
51 H 1.9199 -32.0027 -18.9460
52 H 0.4044 -30.1585 -20.8673
53 H 1.0165 -29.6846 -19.2981
54 H -1.0614 -31.5018 -19.8506
55 C 6.2107 -30.4971 -20.2577
56 C 6.9719 -31.4679 -19.4069
57 O 6.5112 -31.4667 -18.0509
58 H 5.1654 -30.7852 -20.3613
59 H 6.6820 -30.3649 -21.2352
60 H 6.2486 -29.5096 -19.7864
61 H 8.0372 -31.2183 -19.4460
62 H 6.8637 -32.4822 -19.7902
63 H 7.0363 -30.8349 -17.5535
64 C 2.9484 -27.2603 -21.8458
65 C 3.3320 -28.6400 -22.2803
66 O 3.3180 -28.7209 -23.7210
67 H 2.9522 -27.2295 -20.7544
68 H 1.9217 -27.0551 -22.1586
69 H 3.5862 -26.4640 -22.2273
70 H 2.6018 -29.3564 -21.8874
71 H 4.3216 -28.9355 -21.9120
72 H 3.6387 -29.5931 -23.9901

Want to see where the charge sits? The Löwdin charges in e are:
1. C -0.093
2. C -0.330
3. O -0.088
4. H 0.077
5. H 0.068
6. H 0.065
7. H 0.088
8. H 0.112
9. H 0.040
10. C -0.083
11. C -0.308
12. O -0.097
13. H 0.061
14. H 0.070
15. H 0.072
16. H 0.111
17. H 0.109
18. H 0.084
19. C -0.074
20. C -0.297
21. O -0.090
22. H 0.066
23. H 0.053
24. H 0.070
25. H 0.115
26. H 0.073
27. H 0.079
28. C -0.085
29. C -0.305
30. O -0.086
31. H 0.079
32. H 0.085
33. H 0.065
34. H 0.114
35. H 0.114
36. H 0.097
37. C -0.082
38. C -0.322
39. O -0.083
40. H 0.080
41. H 0.065
42. H 0.052
43. H 0.107
44. H 0.099
45. H 0.074
46. C -0.087
47. C -0.322
48. O -0.080
49. H 0.049
50. H 0.073
51. H 0.078
52. H 0.107
53. H 0.093
54. H 0.075
55. C -0.096
56. C -0.317
57. O -0.079
58. H 0.063
59. H 0.060
60. H 0.073
61. H 0.114
62. H 0.111
63. H 0.077
64. C -0.083
65. C -0.284
66. O -0.093
67. H 0.069
68. H 0.089
69. H 0.055
70. H 0.097
71. H 0.091
72. H 0.046


z.
Here is 8 unconnected molecules or ions with the total composition C16H48O8 from the OMol25 dataset. Energies are from ωB97M-V/def2-TZVPD.

Calculated values
- spin multiplicity = 1
- SMILES string = CCO.CCO.CCO.CCO.CCO.CCO.CCO.CCO
- HOMO energy (eV) = -10.089
- LUMO (eV) = 0.48

CARTESIAN COORDINATES (ANGSTROEM)
1 C -15.3523 11.1842 23.6637
2 C -14.6299 11.4686 22.3727
3 O -13.7125 12.5761 22.5257
4 H -15.9334 12.0308 24.0293
5 H -14.5178 11.2343 24.3632
6 H -15.9800 10.2943 23.7116
7 H -15.3249 11.8223 21.6111
8 H -13.9956 10.6539 22.0232
9 H -14.2449 13.3546 22.7049
10 C -9.9248 11.1913 16.5024
11 C -9.2501 11.5413 15.1668
12 O -9.7739 12.7800 14.6240
13 H -9.4254 10.3582 16.9970
14 H -10.8151 10.6605 16.1651
15 H -10.2949 11.9649 17.1752
16 H -9.3944 10.7224 14.4620
17 H -8.1858 11.7410 15.2913
18 H -10.6311 12.6337 14.2173
19 C -5.6299 10.3720 22.5613
20 C -6.3703 11.5546 23.1931
21 O -7.1854 12.1751 22.2987
22 H -5.0391 9.8010 23.2775
23 H -4.9478 10.8394 21.8511
24 H -6.3079 9.7286 22.0005
25 H -5.6841 12.3013 23.5926
26 H -6.8890 11.0994 24.0368
27 H -8.1101 12.0570 22.5279
28 C -3.2488 18.1879 12.1670
29 C -4.5743 17.9951 12.9839
30 O -5.5098 17.3300 12.1748
31 H -3.3366 19.0707 11.5337
32 H -3.1231 17.3560 11.4739
33 H -2.3507 18.3721 12.7566
34 H -5.0096 18.9286 13.3406
35 H -4.3669 17.4217 13.8874
36 H -6.2050 16.9232 12.6971
37 C -7.4974 13.0246 8.2157
38 C -6.0911 13.3638 7.8726
39 O -6.0101 14.7702 7.7640
40 H -8.2522 13.2289 7.4564
41 H -7.8095 13.4849 9.1532
42 H -7.6201 11.9423 8.2549
43 H -5.8540 12.7945 6.9739
44 H -5.4435 13.0407 8.6876
45 H -6.2518 15.1293 8.6209
46 C -3.8314 5.8289 17.8997
47 C -3.6502 5.3837 16.3854
48 O -4.9529 4.9671 16.0278
49 H -3.9046 4.9355 18.5199
50 H -4.7711 6.3800 17.9368
51 H -3.2139 6.6556 18.2509
52 H -2.8821 4.6419 16.1670
53 H -3.4807 6.3228 15.8587
54 H -4.8338 4.5768 15.1588
55 C -9.9416 4.4343 20.9332
56 C -8.9058 3.3907 21.0085
57 O -9.4016 2.1411 21.5386
58 H -10.2446 4.5990 21.9672
59 H -10.7713 3.9786 20.3927
60 H -9.5017 5.2879 20.4174
61 H -8.1414 3.8431 21.6403
62 H -8.6133 3.2058 19.9749
63 H -8.7121 1.4914 21.3833
64 C -16.8860 13.4188 13.8280
65 C -16.1668 13.6091 12.4702
66 O -14.8138 13.7898 12.7906
67 H -16.4794 12.5796 14.3923
68 H -17.9636 13.3078 13.7075
69 H -16.8206 14.3141 14.4463
70 H -16.5655 14.5066 11.9973
71 H -16.1811 12.8037 11.7359
72 H -14.7269 14.7033 13.0726

Want to see where the charge sits? The Löwdin charges in e are:
1. C -0.097
2. C -0.313
3. O -0.100
4. H 0.069
5. H 0.075
6. H 0.077
7. H 0.104
8. H 0.114
9. H 0.073
10. C -0.092
11. C -0.294
12. O -0.097
13. H 0.068
14. H 0.059
15. H 0.076
16. H 0.105
17. H 0.103
18. H 0.073
19. C -0.088
20. C -0.381
21. O -0.052
22. H 0.070
23. H 0.067
24. H 0.072
25. H 0.110
26. H 0.107
27. H 0.094
28. C -0.072
29. C -0.320
30. O -0.087
31. H 0.061
32. H 0.069
33. H 0.065
34. H 0.101
35. H 0.100
36. H 0.082
37. C -0.118
38. C -0.336
39. O -0.074
40. H 0.077
41. H 0.076
42. H 0.072
43. H 0.115
44. H 0.109
45. H 0.079
46. C -0.075
47. C -0.301
48. O -0.097
49. H 0.066
50. H 0.063
51. H 0.063
52. H 0.106
53. H 0.098
54. H 0.077
55. C -0.110
56. C -0.352
57. O -0.079
58. H 0.081
59. H 0.081
60. H 0.086
61. H 0.109
62. H 0.111
63. H 0.074
64. C -0.088
65. C -0.318
66. O -0.092
67. H 0.072
68. H 0.064
69. H 0.067
70. H 0.103
71. H 0.111
72. H 0.081


Need the numbers? Relative energies in eV: w 16.712; x 2.300; y 0.000; z 2.654.


w.
Here is 2 unconnected molecules or ions with the total composition C2H6N2OS from the OMol25 dataset. Energies are from ωB97M-V/def2-TZVPD.

Calculated values
- spin multiplicity = 1
- HOMO energy (eV) = -8.679
- LUMO (eV) = 0.28

CARTESIAN COORDINATES (ANGSTROEM)
1 C -0.8349 -1.0654 0.1240
2 C 0.0435 -0.0984 -0.4025
3 H -0.4031 -2.0215 0.3106
4 H -1.2724 -0.7522 1.0900
5 H -1.8742 -1.1551 -0.4296
6 H 1.6074 1.3243 0.3063
7 H 0.3161 0.1335 2.7112
8 H -0.3102 1.9501 -2.6895
9 N 1.0135 0.4401 0.5290
10 N -0.2954 0.3085 -1.5343
11 O 0.5676 1.2537 -1.9948
12 S 1.4422 -0.3176 1.9796

Want to see where the charge sits? The natural (NBO) charges in e are:
1. C -0.657
2. C 0.337
3. H 0.232
4. H 0.218
5. H 0.248
6. H 0.432
7. H 0.095
8. H 0.456
9. N -0.819
10. N -0.198
11. O -0.552
12. S 0.208


x.
Here is a molecular structure, C2H6N2OS from the OMol25 dataset. Energies are from ωB97M-V/def2-TZVPD.

Calculated values
- spin multiplicity = 1
- HOMO energy (eV) = -8.642
- LUMO (eV) = 0.76

CARTESIAN COORDINATES (ANGSTROEM)
1 C -1.2873 2.1288 1.6610
2 C 0.3837 -0.5794 0.6078
3 H -2.3251 2.0807 2.6549
4 H -1.9822 2.2390 0.4412
5 H -0.4347 2.9219 1.7203
6 H 0.6924 -1.0873 1.4868
7 H 1.8623 -1.6685 -0.2839
8 H 1.2126 0.1686 -2.3019
9 N -0.2289 0.5576 0.5446
10 N 0.9713 -1.2904 -0.4601
11 O -0.8029 0.7546 1.7327
12 S 0.4764 -0.9286 -1.9864

Want to see where the charge sits? The natural (NBO) charges in e are:
1. C -0.288
2. C 0.211
3. H 0.200
4. H 0.198
5. H 0.203
6. H 0.167
7. H 0.395
8. H 0.081
9. N -0.187
10. N -0.772
11. O -0.417
12. S 0.210


Need the numbers? Relative energies in eV: w 0.000; x 0.976.